# 1
Molecular formula: C2H9NS2
Method: DFT, the ωB97M-V functional and the def2-TZVPD basis

Last column: Löwdin charge in e.
Element x y z (Å)
S1 0.900 -0.018 -3.481  0.239
H1 -0.553 0.947 2.149  0.073
C1 0.096 0.788 1.276  -0.113
H2 -0.832 -1.592 2.111  0.066
S2 0.854 1.664 -2.241  0.271
N1 -1.265 -1.294 1.247  -0.019
H3 0.005 1.133 -1.368  -0.274
H4 2.043 -0.485 -2.965  -0.216
H5 -1.486 -2.129 0.720  0.065
H6 0.494 -0.904 0.110  0.101
H7 1.100 0.689 1.676  0.070
H8 -0.947 -0.113 -0.435  0.076
H9 0.012 1.721 0.724  0.046
C2 -0.422 -0.408 0.477  -0.384

- HOMO-LUMO gap: 9.6 eV
- HOMO level: -9.29 eV
- SMILES: CCN.SS

---

# 2
Molecular formula: C4H6NO2S
Method: DFT, the ωB97M-V functional and the def2-TZVPD basis

Last column: Löwdin charge in e.
Element x y z (Å)
H1 1.538 0.237 -1.171  0.060
N1 -0.083 -1.481 -0.063  0.115
H2 1.254 1.591 -0.062  0.061
H3 -4.145 -0.713 -0.098  0.031
H4 1.089 -0.471 1.262  0.102
C1 0.801 0.720 -0.532  -0.127
O1 -1.750 -3.014 -0.604  0.121
C2 0.299 -0.246 0.535  -0.292
H5 -0.044 1.042 -1.136  -0.001
O2 -2.676 -0.554 1.285  -0.181
H6 -0.561 0.187 1.056  0.080
S1 -2.738 1.023 -0.809  0.407
C3 -3.215 -0.195 0.242  -0.988
C4 -1.041 -2.157 -0.263  -0.387

- HOMO-LUMO gap: 7.4 eV
- HOMO level: -3.57 eV
- Charge: -1

---

| no. | LUMO (eV) |
| --- | --- |
| 1 | 0.300 |
| 2 | 3.809 |